{
  "formula": "C40H32N10OS3SiV",
  "method": "wB97M-V/def2-TZVPD",
  "orbital_gap_ha": [0.221, 0.235],
  "e_homo_ev": [-13.12, -13.12],
  "total_energy_ev": -125004.2664,
  "s_squared": 0.796,
  "largest_force_ev_per_a": 1.29,
  "lumo_energy_ev": [-7.11, -6.73],
  "de_lowest_kj_mol": 0.0,
  "total_charge": 2,
  "spin_multiplicity": 2,
  "symbols": ["V", "C", "N", "C", "N", "C", "N", "C", "C", "C", "C", "C", "C", "C", "N", "N", "C", "O", "C", "C", "C", "C", "C", "C", "N", "C", "N", "C", "N", "C", "H", "H", "H", "H", "H", "H", "H", "H", "H", "H", "H", "H", "H", "H", "H", "H", "C", "C", "C", "C", "C", "C", "Si", "C", "C", "C", "C", "C", "C", "H", "H", "H", "H", "H", "H", "H", "H", "H", "H", "H", "S", "C", "S", "C", "N", "N", "C", "C", "C", "C", "C", "C", "S", "H", "H", "H", "H", "H"],
  "positions_angstrom": [[0.132509, 1.315728, -0.807276], [5.125462, -1.036265, -0.260388], [3.826407, -0.603319, -0.804552], [2.925772, 0.194777, -0.261975], [1.804085, 0.151066, -0.999440], [2.127009, -0.721711, -2.012216], [3.334047, -1.189048, -1.917150], [4.976203, -2.346665, 0.470946], [5.722108, -3.454091, 0.093890], [5.558893, -4.663568, 0.760689], [4.635120, -4.779408, 1.782984], [3.881010, -3.668256, 2.155903], [4.066647, -2.454819, 1.510990], [2.873527, -3.787244, 3.204537], [2.554902, -4.812600, 3.908371], [1.508353, -4.409835, 4.735800], [1.285182, -3.176187, 4.460131], [2.108945, -2.700313, 3.490500], [0.280904, -2.277400, 5.020438], [-0.677390, -2.769853, 5.901377], [-1.639514, -1.913036, 6.407035], [-1.658900, -0.576655, 6.029209], [-0.696033, -0.082474, 5.157215], [-0.704458, 1.384067, 4.799468], [-0.189394, 1.624193, 3.441651], [-0.550485, 1.039674, 2.313544], [0.185871, 1.524933, 1.309293], [1.001664, 2.448421, 1.931866], [0.802064, 2.519210, 3.217017], [0.278509, -0.934911, 4.662668], [5.480888, -0.230610, 0.382281], [5.798874, -1.129917, -1.108371], [3.079931, 0.757279, 0.644499], [1.452099, -0.991538, -2.807984], [6.430268, -3.379339, -0.721850], [6.147426, -5.521876, 0.467890], [4.485515, -5.719027, 2.297213], [3.483555, -1.598054, 1.829299], [-0.657594, -3.815207, 6.178040], [-2.386121, -2.288206, 7.093326], [-2.424272, 0.082187, 6.421711], [-0.062001, 1.973965, 5.451858], [-1.710728, 1.798013, 4.853280], [-1.296631, 0.263057, 2.247159], [1.733082, 3.055338, 1.417887], [1.054515, -0.566713, 4.002803], [-2.512153, -3.458000, 1.835220], [-1.284875, -3.105856, 1.285873], [-1.170036, -1.932987, 0.561472], [-2.283155, -1.101786, 0.360274], [-3.515327, -1.475968, 0.921188], [-3.625392, -2.644168, 1.654340], [-2.069045, 0.441797, -0.571415], [-3.510648, 1.410653, -1.112335], [-3.643887, 1.804941, -2.448807], [-4.767727, 2.500201, -2.861026], [-5.753640, 2.831612, -1.940102], [-5.623477, 2.463275, -0.607221], [-4.512255, 1.750173, -0.192558], [-2.604196, -4.376502, 2.399619], [-0.424876, -3.748936, 1.416429], [-0.201955, -1.671539, 0.141598], [-4.402597, -0.871984, 0.762040], [-4.579596, -2.929218, 2.075798], [-0.769620, 0.172135, -1.708505], [-2.877437, 1.567024, -3.177522], [-4.874865, 2.785320, -3.898442], [-6.628214, 3.380943, -2.262409], [-6.391009, 2.730102, 0.106591], [-4.425758, 1.480883, 0.855951], [1.159098, 6.662872, 2.003343], [0.461008, 5.596939, 1.001477], [1.234450, 5.176680, -0.531831], [-0.019460, 4.039726, -0.847256], [-0.933573, 3.976869, 0.060750], [-0.698360, 4.830120, 1.089621], [-1.659704, 4.754624, 2.168890], [-2.735826, 3.878252, 2.016705], [-3.675138, 3.763283, 3.026495], [-3.558868, 4.507515, 4.193523], [-2.494235, 5.379109, 4.329499], [-1.541679, 5.514210, 3.325833], [-0.148226, 2.973776, -2.232666], [-2.864497, 3.324611, 1.100410], [-4.520326, 3.101735, 2.887734], [-4.301628, 4.423608, 4.975085], [-2.395296, 5.982159, 5.221993], [-0.731722, 6.206235, 3.455078]],
  "forces_ev_per_a": [[0.334, 0.432, 1.173], [-0.031, 0.071, -0.053], [-0.035, 0.035, 0.077], [-0.018, -0.143, -0.098], [0.114, 0.014, -0.081], [-0.140, 0.008, -0.047], [0.053, -0.071, 0.055], [0.047, -0.023, -0.066], [-0.003, -0.011, 0.014], [0.012, 0.019, -0.018], [0.009, -0.003, 0.018], [0.010, -0.053, 0.001], [-0.052, 0.024, 0.007], [0.063, -0.008, -0.055], [-0.155, 0.020, 0.120], [0.121, -0.085, -0.117], [-0.058, 0.045, 0.039], [0.010, 0.028, 0.012], [-0.023, -0.024, 0.016], [0.002, -0.009, -0.002], [-0.023, 0.014, 0.001], [-0.009, -0.009, -0.029], [-0.070, 0.042, 0.018], [0.045, 0.083, -0.102], [0.120, 0.052, -0.022], [0.084, 0.060, 0.146], [-0.089, 0.100, -0.248], [-0.097, -0.258, 0.023], [-0.107, -0.108, -0.032], [0.042, -0.017, -0.028], [-0.005, -0.020, 0.027], [0.014, 0.025, 0.005], [0.012, 0.013, -0.015], [0.005, 0.013, 0.000], [0.001, 0.001, -0.001], [0.002, 0.001, -0.003], [-0.001, -0.002, 0.000], [0.004, 0.008, -0.006], [0.004, -0.005, 0.004], [-0.002, 0.003, 0.005], [0.002, 0.005, 0.001], [0.016, -0.015, -0.005], [-0.025, 0.030, 0.011], [0.027, 0.053, 0.039], [-0.020, 0.008, 0.025], [-0.003, 0.008, -0.006], [-0.068, 0.031, 0.021], [0.055, 0.052, -0.010], [0.104, -0.046, 0.042], [-0.112, -0.065, 0.152], [-0.128, 0.045, -0.124], [0.073, -0.055, 0.049], [0.428, -0.111, -0.445], [-0.008, -0.073, -0.051], [-0.001, 0.043, -0.056], [0.010, -0.011, 0.024], [0.006, -0.009, -0.012], [-0.007, 0.025, 0.018], [-0.074, -0.028, 0.051], [0.006, -0.005, 0.004], [0.009, -0.019, 0.015], [-0.023, 0.007, -0.020], [0.091, -0.009, -0.015], [-0.001, -0.004, -0.004], [-0.595, -0.009, 0.125], [0.005, -0.006, 0.019], [0.000, 0.008, -0.003], [0.006, -0.001, 0.000], [-0.002, 0.007, 0.001], [0.004, -0.056, -0.053], [-0.022, 0.063, 0.038], [-0.024, -0.181, -0.023], [0.028, 0.108, -0.017], [-0.059, -0.165, -0.070], [-0.060, 0.009, 0.035], [0.026, -0.059, 0.066], [0.122, 0.036, -0.074], [-0.019, 0.002, 0.021], [0.023, -0.021, 0.022], [-0.027, -0.034, -0.002], [0.035, 0.022, 0.004], [-0.030, -0.071, -0.001], [-0.005, 0.181, -0.522], [0.034, 0.039, -0.011], [-0.035, -0.022, 0.006], [-0.007, 0.000, -0.001], [0.001, -0.001, 0.000], [0.052, 0.036, 0.002]]
}

{
  "formula": "C31H52N2O3P2Tb",
  "method": "wB97M-V/def2-TZVPD",
  "orbital_gap_ha": [0.201, 0.193],
  "e_homo_ev": [-8.60, -8.01],
  "total_energy_ev": -83115.3311,
  "s_squared": 13.057,
  "largest_force_ev_per_a": 5.92,
  "lumo_energy_ev": [-3.13, -2.76],
  "total_charge": 1,
  "spin_multiplicity": 7,
  "symbols": ["Tb", "C", "C", "C", "C", "C", "C", "H", "H", "H", "C", "H", "H", "H", "C", "H", "H", "H", "C", "H", "H", "H", "C", "H", "H", "H", "C", "C", "C", "C", "C", "C", "C", "C", "H", "H", "H", "H", "H", "H", "H", "H", "H", "H", "H", "H", "P", "C", "C", "P", "C", "C", "C", "H", "H", "H", "H", "H", "H", "H", "H", "H", "H", "H", "H", "H", "H", "C", "C", "C", "C", "C", "C", "O", "N", "C", "O", "N", "C", "O", "H", "H", "H", "H", "H", "H", "H", "H", "H", "H", "H"],
  "positions_angstrom": [[-1.891421, -0.670856, -1.450184], [0.571148, 1.687036, 0.732336], [-0.098329, 0.679662, 1.481622], [2.022315, -0.064548, 1.004595], [1.876110, 1.230942, 0.438004], [0.806058, -0.402412, 1.648210], [0.068379, 3.033031, 0.414161], [-0.971740, 3.173676, 0.721998], [0.134882, 3.242926, -0.664791], [0.658010, 3.816172, 0.919298], [2.886442, 2.022824, -0.289686], [2.879084, 3.067795, 0.060707], [2.674048, 2.037684, -1.374437], [3.894078, 1.611911, -0.139593], [3.244684, -0.884796, 1.081952], [3.621985, -0.944971, 2.120808], [4.055895, -0.475608, 0.464075], [3.046727, -1.921931, 0.758995], [0.569246, -1.647563, 2.394224], [1.337516, -1.790300, 3.168818], [0.602154, -2.529113, 1.733684], [-0.402389, -1.625954, 2.897255], [-1.433481, 0.788846, 2.114032], [-1.349670, 1.122049, 3.167945], [-1.948990, -0.186007, 2.130388], [-2.078140, 1.514503, 1.590609], [-3.882296, -0.021839, -3.073592], [-4.972709, 0.953972, -2.511116], [-5.835022, 0.617131, -1.269053], [-5.393235, -0.380733, -0.220944], [-3.857909, -0.622704, -0.006144], [-3.466130, -2.124139, -0.384351], [-3.343469, -2.485003, -1.922864], [-4.164681, -1.572730, -2.841249], [-6.805212, 0.260575, -1.651112], [-5.829387, -1.364675, -0.399773], [-6.092192, 1.558472, -0.768989], [-5.216087, -1.649998, -2.536622], [-3.980868, 0.027161, -4.179064], [-5.680108, 1.258069, -3.308877], [-4.119596, -2.036618, -3.843402], [-2.283808, -2.639254, -2.289912], [-4.321571, -2.729577, -0.045356], [-3.761425, -3.494888, -2.029701], [-5.786410, -0.041670, 0.756445], [-3.684862, -0.588145, 1.072547], [-3.791613, 2.365485, -2.492866], [-3.273091, 3.681461, -3.585960], [-3.432068, 2.873783, -0.799295], [-2.255040, -3.168055, 0.755784], [-2.710881, 0.944437, -2.801564], [-3.100471, -3.415002, 2.338503], [-2.523568, -4.828459, 0.055981], [-2.175539, 3.778515, -3.598047], [-3.687592, 4.632114, -3.224580], [-3.630898, 3.501017, -4.610794], [-3.751636, 2.149994, -0.037393], [-4.006921, 3.799716, -0.627867], [-2.355631, 3.061200, -0.694262], [-3.513220, -4.973154, -0.405714], [-2.424803, -5.511066, 0.914510], [-1.706260, -5.036710, -0.647448], [-1.980072, 1.066702, -3.621559], [-3.341473, 0.295790, -0.430803], [-2.360088, -3.986214, 2.915525], [-4.015753, -4.010546, 2.280470], [-3.283833, -2.472324, 2.859521], [3.549221, -0.546907, -2.413643], [2.690755, -0.428924, -3.645381], [1.617384, -1.532645, -3.730820], [0.923353, -1.560558, -5.125780], [0.596535, -0.172907, -5.637373], [2.210379, -2.922624, -3.444520], [2.891945, -3.540200, -4.244755], [1.989659, -3.436724, -2.170452], [0.910768, -3.136152, -1.341968], [0.729943, -3.727852, -0.285232], [0.100770, -2.124530, -1.812186], [0.563254, -1.232683, -2.691772], [0.004085, -0.071521, -2.655971], [2.937535, -0.409407, -1.510088], [4.322492, 0.233980, -2.412794], [4.066984, -1.513506, -2.349704], [2.149098, 0.523357, -3.621376], [3.296890, -0.435968, -4.561841], [1.564956, -2.099078, -5.840795], [0.014486, -2.173339, -5.011962], [1.495802, 0.323421, -6.021887], [-0.135048, -0.244747, -6.445931], [0.179331, 0.430598, -4.821871], [2.494956, -4.283975, -1.936990]],
  "forces_ev_per_a": [[5.893, 0.123, 0.519], [-1.931, -1.076, 1.338], [0.436, 0.648, -0.866], [0.729, 2.577, -1.323], [1.547, -2.890, 0.734], [-0.987, 0.615, -0.036], [-0.222, 0.682, -0.215], [0.210, -0.040, 0.079], [0.051, -0.021, 0.161], [-0.099, -0.220, -0.136], [0.402, 0.332, -0.294], [0.110, -0.272, -0.149], [0.132, 0.061, 0.304], [-0.273, 0.211, -0.128], [0.691, -0.564, 0.073], [-0.137, 0.002, -0.363], [-0.229, -0.193, 0.192], [0.159, 0.278, 0.049], [-0.094, -0.409, 0.428], [-0.073, 0.030, -0.172], [0.020, 0.269, 0.122], [0.131, -0.087, -0.071], [-0.517, 0.085, 0.602], [-0.188, -0.099, -0.386], [0.126, 0.325, 0.030], [0.127, -0.243, 0.200], [-1.408, 0.909, -2.120], [-1.936, 0.338, -1.059], [-0.770, 0.728, -0.555], [0.730, -0.437, 1.044], [-1.725, -0.310, 0.851], [-1.362, -1.568, 0.594], [-0.513, -1.624, 0.256], [0.224, -0.041, -0.385], [0.294, 0.117, 0.058], [-0.170, 0.227, -0.031], [0.120, -0.033, -0.133], [0.223, 0.064, -0.037], [-0.378, -0.244, 0.589], [0.031, -0.695, 0.267], [0.053, 0.231, 0.466], [-0.992, -0.205, 0.307], [-0.295, 0.722, -0.377], [0.047, 0.313, 0.045], [-0.005, -0.192, -0.525], [0.131, 0.274, -0.178], [3.982, -3.394, 1.554], [-1.230, 1.237, -0.547], [-0.808, 1.318, 0.125], [1.229, 1.296, -0.739], [-0.557, 2.406, -0.791], [-0.520, 0.131, 0.173], [0.085, -0.159, -0.196], [-0.386, -0.510, 0.268], [0.089, -0.064, -0.309], [0.164, 0.069, 0.318], [0.051, 0.158, -0.458], [0.376, -0.069, 0.379], [-0.370, 0.011, -0.189], [0.311, -0.081, 0.181], [-0.011, 0.087, -0.401], [-0.382, -0.097, 0.084], [-0.177, -0.229, 0.517], [-0.997, -0.868, 0.861], [-0.188, 0.178, -0.007], [-0.061, 0.136, 0.039], [-0.002, -0.112, 0.055], [0.454, 0.130, 0.462], [0.033, -0.043, -0.522], [-0.032, -0.375, 0.038], [0.083, -0.464, 0.240], [-0.161, 0.245, -0.088], [0.585, -0.372, -0.499], [-0.528, 0.742, 0.672], [0.163, -0.338, -0.036], [-0.081, -0.034, 0.041], [0.213, 0.273, -1.142], [0.043, 0.163, 0.551], [-0.735, 1.259, 0.439], [1.274, -1.352, -0.634], [0.188, -0.140, -0.199], [-0.204, -0.187, 0.045], [-0.127, 0.212, -0.015], [0.133, -0.151, -0.079], [-0.109, -0.150, 0.211], [-0.074, 0.149, 0.400], [0.099, 0.168, -0.149], [-0.265, -0.057, 0.053], [0.108, 0.114, -0.004], [0.034, -0.030, -0.387], [-0.009, 0.095, -0.080]]
}

{
  "formula": "C2H2Cl2O2S",
  "method": "wB97M-V/def2-TZVPD",
  "orbital_gap_ha": 0.305,
  "e_homo_ev": -8.95,
  "total_energy_ev": -42075.8774,
  "largest_force_ev_per_a": 3.41,
  "lumo_energy_ev": -0.65,
  "de_lowest_kj_mol": 509.0,
  "spin_multiplicity": 1,
  "symbols": ["C", "C", "O", "O", "S", "Cl", "Cl", "H", "H"],
  "positions_angstrom": [[0.903300, 1.394350, -0.733606], [-1.137336, -1.277733, -0.519408], [-2.066158, -1.236816, 0.546020], [0.764974, 1.518490, 0.451319], [-1.191777, 0.048296, 0.711014], [0.447768, -2.208461, -0.229825], [0.123310, -0.465723, 2.198964], [1.967343, 1.538107, -1.219415], [0.188576, 0.689490, -1.205064]],
  "forces_ev_per_a": [[2.458, -2.314, -0.495], [0.949, -0.187, -1.976], [-1.018, -2.218, 0.826], [0.063, 1.560, 0.248], [1.135, 1.859, 1.890], [-0.801, -0.238, -0.017], [-0.829, 0.139, 0.084], [-2.008, 0.488, 0.451], [0.051, 0.911, -1.012]]
}